The following is a quantum chemistry calculation of a molecular structure, C24H36LaN2Si at a distorted geometry, from the Open Molecules 2025 dataset.

Computed properties:
- total charge = +1
- relative energy (zero: lowest compared OMol25 entry of this formula, charge and spin) (kJ/mol) = 208.23
- 2S+1 = 1

Last column: natural (NBO) charge in e.
Positions of all 64 atoms, in Å:
C  0.56180  1.58224  -0.02438  -0.300
C  -0.53712  1.70593  -0.92938  -0.328
C  -1.73900  1.58508  -0.18142  -0.429
H  -0.44500  1.96439  -1.99472  0.243
C  -1.38834  1.34332  1.18104  -0.418
C  0.03406  1.30738  1.27421  -0.349
H  0.63680  1.20048  2.20336  0.218
H  1.60273  1.74001  -0.25046  0.228
H  -2.74126  1.82834  -0.54605  0.246
H  -2.07921  1.41414  2.03982  0.231
La  -1.19077  -1.20384  -0.11654  1.991
C  -1.69040  -2.57049  -1.81372  -1.333
H  -2.74748  -2.36809  -1.33036  0.161
H  -1.00184  -3.47634  -1.59421  0.244
H  -1.98671  -2.70157  -2.85780  0.266
Si  0.38222  -0.17611  -3.85704  1.244
C  1.87567  -1.13546  -4.33886  -0.522
C  2.88685  -0.13554  -4.26787  -0.219
H  2.65588  0.90213  -4.03547  0.228
C  4.24822  -0.43028  -4.35289  -0.190
H  4.94710  0.39110  -4.22908  0.222
C  4.66277  -1.75999  -4.49498  -0.198
H  5.72074  -1.98815  -4.45019  0.226
C  3.67912  -2.75136  -4.62367  -0.231
H  4.01893  -3.79570  -4.72416  0.223
C  2.30599  -2.45652  -4.58559  -0.143
H  1.58042  -3.27801  -4.70540  0.211
C  -1.30222  0.24321  -4.56861  -0.458
C  -0.99984  1.10503  -5.68015  -0.188
H  -0.02770  0.99998  -6.16434  0.214
C  -1.74344  2.25330  -5.94920  -0.199
H  -1.45069  2.88897  -6.77923  0.224
C  -2.79939  2.60578  -5.12754  -0.195
H  -3.27850  3.55270  -5.23471  0.224
C  -3.24940  1.69316  -4.17195  -0.218
H  -4.11071  1.92897  -3.55729  0.219
C  -2.56410  0.47071  -3.95984  -0.190
H  -2.96612  -0.24641  -3.24235  0.202
H  0.49500  -0.27585  -2.31750  -0.224
H  0.75619  1.14917  -4.09570  -0.196
C  -1.88624  -2.51491  2.18758  -0.475
N  -0.76706  -1.57277  2.45693  -0.508
C  -1.07053  -0.66976  3.59169  -0.410
C  0.52887  -2.24261  2.71023  -0.240
C  0.98871  -3.13473  1.56478  -0.244
N  0.99760  -2.46168  0.22617  -0.538
C  2.05977  -1.42349  0.21355  -0.438
C  1.41790  -3.50628  -0.73519  -0.418
H  -2.10393  -3.19316  3.02881  0.248
H  -1.68579  -3.22775  1.35008  0.206
H  -2.82977  -1.93018  1.98920  0.230
H  -1.21169  -1.26301  4.50763  0.195
H  -0.23514  0.02697  3.75740  0.230
H  -1.97602  -0.08150  3.39826  0.225
H  1.28524  -1.47681  2.94291  0.230
H  0.41495  -2.85234  3.62142  0.210
H  2.02737  -3.44996  1.74371  0.221
H  0.37221  -4.03729  1.50032  0.214
H  2.99686  -1.93390  0.48054  0.199
H  2.13944  -0.99116  -0.79226  0.244
H  1.85068  -0.63890  0.94471  0.234
H  2.36075  -3.92845  -0.36610  0.199
H  0.67871  -4.30705  -0.79002  0.212
H  1.58788  -3.08796  -1.72783  0.239

***

The following is a quantum chemistry calculation of C2H3N3 in the gas phase at a distorted geometry, from the Open Molecules 2025 dataset.

Computed properties:
- relative energy (zero: lowest compared OMol25 entry of this formula, charge and spin) (kJ/mol) = 228.08
- 2S+1 = 1

Last column: natural (NBO) charge in e.
Positions of all 8 atoms, in Å:
C  0.41434  0.22627  0.07054  0.079
C  -0.63057  -0.76365  -0.03502  -0.335
N  0.29855  1.48878  -0.05010  -0.620
N  -1.82645  -0.21062  -0.02097  0.099
N  -2.65545  0.55119  0.06746  0.037
H  1.40150  -0.13826  0.07078  0.188
H  -0.34437  -1.74220  -0.09427  0.242
H  -0.73242  1.78859  -0.26578  0.311

***

Computed E (a.u.) in order:
-1366.32945, -242.18581
Computed Kohn-Sham gap (eV) in order:
7.5, 9.0
Computed LUMO energy (eV) in order:
-2.95, 0.14